Below is an isolated molecule of C24H34N4O6S2, with properties calculated with ωB97M-V/def2-TZVPD.

Geometry as XYZ:
```
70
Properties=species:S:1:pos:R:3:forces:R:3
O 3.152136 -4.938861 0.599746 -0.2 0.3 0.1
S 2.482400 -4.535427 -0.605700 -0.3 -0.2 -0.3
O 3.009913 -4.973514 -1.864873 -0.2 0.1 -0.1
N 0.870757 -5.020638 -0.583105 0.9 0.2 -0.3
C 0.310820 -5.279164 0.729019 -0.1 0.2 0.8
C 0.208579 -3.947883 1.495238 -0.1 -0.2 0.0
N -0.480924 -3.985527 2.763456 0.0 -0.1 0.0
C -1.898721 -4.285269 2.692252 -0.1 0.1 0.4
C -2.513321 -3.991800 4.063591 -0.2 0.0 -0.4
O -1.903150 -4.760561 5.072320 -0.1 -0.1 0.1
C -0.516728 -4.511920 5.118948 0.4 -0.1 -0.1
C 0.146392 -4.818237 3.774264 -0.2 0.2 0.3
C 2.334838 -2.756349 -0.627797 0.0 -0.5 0.1
C 1.460343 -2.171668 -1.522962 0.0 0.1 -0.1
C 1.340972 -0.794358 -1.554312 0.1 -0.1 0.1
C 2.100591 -0.005765 -0.689077 0.1 -0.3 0.0
C 1.959965 1.458355 -0.725973 0.0 0.3 -0.1
C 1.940398 2.129698 -1.947401 0.0 0.0 0.2
C 1.763215 3.500709 -1.986382 0.1 0.1 -0.1
C 1.588943 4.195477 -0.805575 0.0 0.5 -0.1
S 1.134854 5.919803 -0.852359 -0.5 -0.1 0.3
O 1.700664 6.592518 0.279787 -0.1 -0.2 0.1
O 1.361437 6.429310 -2.173624 -0.1 -0.3 0.0
N -0.514875 5.789094 -0.576012 0.9 0.2 0.0
C -1.438852 6.067452 -1.653049 -0.5 -0.2 -0.5
C -2.653272 5.115374 -1.673469 0.2 0.2 0.0
N -2.415589 3.712127 -1.929075 0.1 0.0 0.0
C -1.682691 3.440502 -3.152354 -0.1 -0.3 0.0
C -1.724756 1.936707 -3.423268 0.0 0.3 -0.3
O -1.164193 1.209421 -2.353212 0.1 0.0 -0.1
C -1.861501 1.480353 -1.159039 -0.1 0.2 0.4
C -1.838329 2.972071 -0.819888 0.1 -0.5 -0.1
C 1.634342 3.554084 0.417319 0.1 0.0 0.1
C 1.831145 2.185829 0.457075 0.0 0.1 -0.1
C 2.977741 -0.615262 0.205991 -0.1 0.0 -0.1
C 3.097215 -1.993456 0.234228 0.1 -0.1 0.1
H 0.764053 -5.793204 -1.224267 0.1 -0.1 -0.2
H 0.942878 -5.976973 1.291750 -0.2 0.0 0.0
H -0.681698 -5.714610 0.593800 0.1 0.0 -0.1
H 1.223397 -3.589060 1.682863 -0.1 0.1 0.0
H -0.300671 -3.219745 0.856365 0.1 0.0 0.0
H -2.361228 -3.648062 1.936254 -0.1 0.0 0.0
H -2.092764 -5.341838 2.440846 0.0 0.0 0.0
H -3.573009 -4.252538 4.079474 0.0 0.1 0.0
H -2.393734 -2.920900 4.286511 0.0 -0.1 0.0
H -0.118278 -5.154227 5.905745 0.0 0.1 0.0
H -0.336872 -3.457600 5.376506 0.0 -0.1 0.0
H 1.210351 -4.582345 3.819574 0.1 0.0 0.0
H 0.026507 -5.892930 3.559322 0.1 0.0 0.0
H 0.883425 -2.803702 -2.178292 -0.2 0.0 -0.1
H 0.635457 -0.318167 -2.218371 -0.1 0.0 -0.1
H 2.068984 1.572521 -2.862091 0.0 -0.1 -0.1
H 1.758590 4.048850 -2.915865 0.0 0.0 -0.1
H -0.765712 6.188422 0.313358 0.2 0.1 0.2
H -0.864456 5.977949 -2.575714 -0.2 0.1 -0.1
H -1.816455 7.096015 -1.597398 0.1 -0.1 -0.1
H -3.176514 5.186377 -0.716601 -0.1 0.1 0.0
H -3.327206 5.474720 -2.458229 0.0 0.1 0.1
H -2.162311 3.974806 -3.975032 0.1 0.0 -0.1
H -0.629054 3.752477 -3.082519 -0.1 0.0 -0.1
H -1.135949 1.685911 -4.307273 -0.1 0.0 0.0
H -2.768270 1.624089 -3.576037 0.1 0.0 0.0
H -1.366549 0.900491 -0.377636 -0.1 0.0 0.0
H -2.905455 1.148200 -1.260928 0.1 0.0 0.0
H -2.444912 3.148238 0.070769 0.0 0.0 0.1
H -0.803757 3.275491 -0.611153 -0.1 -0.1 0.1
H 1.511553 4.137726 1.315699 0.0 0.0 0.2
H 1.849893 1.669415 1.405008 0.0 0.0 0.1
H 3.579649 -0.006820 0.864068 0.1 0.0 0.1
H 3.769361 -2.492203 0.914771 0.1 0.0 0.1
```
Forces are in eV/Å.

As for the net charge: 0. Its structure (SMILES) is O=S(=O)(NCCN1CCOCC1)c1ccc(-c2ccc(S(=O)(=O)NCCN3CCOCC3)cc2)cc1. The energy relative to the best compared isomer or geometry (same formula, charge and spin) comes out at 13.0 kJ/mol.

---

Below is a structure of composition C24H34NO5P2Ti in a non-equilibrium geometry, with properties calculated with ωB97M-V/def2-TZVPD.

Geometry as XYZ:
```
67
Properties=species:S:1:pos:R:3:forces:R:3
C 1.709824 -3.561796 -1.301481 0.4 0.2 -0.8
C 1.396331 -2.190460 -1.071550 -0.2 0.7 0.2
N 0.336200 -1.905096 -0.213799 0.1 0.9 -0.4
C -0.422388 -2.908946 0.281232 0.0 -1.3 0.1
C -0.127223 -4.249592 0.049511 -1.4 0.8 0.7
C 0.950869 -4.559636 -0.768281 0.9 -0.3 -0.6
C 2.083835 -1.155831 -1.735927 -0.2 -0.6 0.3
P 1.923132 0.524045 -1.308933 -1.1 -1.8 0.1
Ti -0.015580 0.250900 0.352688 0.7 1.0 1.7
P -2.212254 -0.847493 0.409444 -1.5 -1.6 0.9
C -1.670353 -2.508163 1.052375 0.5 0.3 0.3
C -0.877062 2.351019 -0.464293 0.4 -2.5 0.0
C -0.018125 3.426173 -0.366882 0.0 1.1 -0.2
C -0.378015 4.680265 -0.909265 -0.4 -0.5 -0.4
C -1.610507 4.811113 -1.596986 0.5 -0.1 0.2
C -2.468093 3.700318 -1.717718 0.5 0.0 -0.2
C -2.070452 2.457511 -1.184393 -0.1 1.0 -0.2
O 1.902744 -2.675756 -8.162498 0.1 -0.3 0.5
O -1.644535 -1.370965 -5.861549 0.6 1.5 -0.4
H 2.531047 -3.734394 -2.018461 -0.5 -0.2 0.6
H -0.790588 -5.029492 0.438528 0.3 0.4 -0.1
H 1.185365 -5.595911 -1.019732 -0.1 0.3 0.2
C 3.320181 1.081213 -0.354292 0.5 0.7 0.3
C 1.797958 1.399874 -2.869016 -0.1 0.6 -0.3
H -2.498463 -3.215746 0.883537 0.4 0.2 0.1
H -1.480037 -2.471912 2.139121 0.0 0.1 -0.3
H 2.176352 -1.787131 -8.383444 0.1 0.3 -0.1
H 2.762053 -1.474408 -2.523926 0.1 0.2 0.2
C -3.455585 -0.273456 1.615149 0.0 0.4 0.2
C -3.252268 -1.501200 -0.934059 -0.2 0.2 -0.8
H 0.975247 3.316208 0.079472 -0.4 0.1 0.1
H 0.339885 5.513142 -0.853166 -0.5 -0.4 0.0
H -1.845568 5.766539 -2.098816 0.0 -0.6 0.5
H -3.393075 3.764746 -2.315900 0.6 0.1 0.4
H -2.694161 1.595077 -1.412018 0.0 0.0 0.2
H -0.162461 0.012970 -1.326907 -0.7 -0.1 -1.7
H -1.149218 -0.678825 -6.374721 -0.6 -1.2 0.5
H -2.219766 -0.818115 -5.314615 0.0 -0.3 -0.1
H 2.378893 -2.884255 -7.345059 -0.2 0.0 -0.3
H -0.947611 0.239964 -1.242177 0.7 -0.1 -0.2
H 4.139911 1.277882 -1.054785 0.1 0.0 0.3
H 3.073322 1.995890 0.196348 0.2 0.0 -0.1
H 3.605325 0.306089 0.366866 -0.1 0.1 -0.3
H 2.806861 1.656040 -3.208825 -0.2 0.0 -0.1
H 1.326473 0.725943 -3.593989 0.2 0.1 0.2
H 1.192659 2.304787 -2.793303 0.2 0.1 0.0
H -3.910083 -2.291989 -0.525936 0.3 0.5 -0.1
H -3.880928 -0.718567 -1.384766 0.2 -0.2 0.1
H -2.632602 -1.946643 -1.728212 -0.1 0.1 0.3
H -4.233388 -1.036882 1.807325 0.5 0.3 -0.2
H -2.961804 -0.010544 2.566646 -0.2 -0.1 -0.4
H -3.926086 0.638524 1.206659 0.1 -0.4 0.3
O 2.379499 -1.161939 4.299959 -0.6 0.6 -0.4
C 1.694778 -0.161149 4.893984 0.0 0.1 0.2
C 1.865237 0.017611 6.268247 -0.1 0.0 0.1
C 1.152332 1.007281 6.927198 0.3 -0.4 -0.3
C 0.309427 1.871875 6.221091 -0.4 0.4 -0.2
C 0.136524 1.746760 4.850504 0.1 0.0 0.8
C 0.809619 0.706433 4.194892 0.7 -0.9 -0.1
C 0.584829 0.462034 2.799355 -0.2 0.4 -0.7
O -0.247277 1.200742 2.146452 -0.1 -0.2 -0.6
O 1.156350 -0.459614 2.096569 -0.4 0.6 -0.2
H 2.116768 -1.145793 3.346424 0.3 -0.3 0.5
H 2.537676 -0.654576 6.790165 -0.1 0.1 0.0
H 1.273783 1.100129 8.005657 -0.1 0.1 -0.3
H -0.231821 2.640999 6.761285 0.1 0.0 -0.1
H -0.503908 2.436175 4.292995 0.2 -0.4 0.2
```
Forces are in eV/Å.

As for the net charge: +1. The energy relative to the best compared isomer or geometry (same formula, charge and spin) comes out at 0.0 kJ/mol.

---

Below is a cluster of 3 separate species, C24H35BClF6O9S in total in a non-equilibrium geometry, with properties calculated with ωB97M-V/def2-TZVPD.

Geometry as XYZ:
```
77
Properties=species:S:1:pos:R:3:forces:R:3
C -6.034240 1.981142 -2.310693 -0.4 0.5 -0.7
C -5.138542 1.622335 -3.565121 -0.3 -1.6 1.4
C -4.199633 0.400366 -3.135849 -1.8 0.8 -0.7
O -2.956884 0.919650 -2.671404 0.3 -0.7 0.8
C -1.997050 -0.088323 -2.396051 -0.4 -1.1 -0.1
C -1.405447 -0.449330 -3.827038 -0.2 -0.2 0.4
O -1.379393 0.716210 -4.650928 -1.1 -1.7 -0.7
O -0.285812 1.494663 -4.317381 1.4 1.1 0.4
O -2.575143 -1.265579 -1.848551 -0.1 0.9 -0.6
B -2.687169 -1.106653 -0.392867 -0.3 0.8 -0.1
Cl -3.928633 0.208614 0.211905 -0.4 0.4 -0.3
C -3.204065 -2.478092 0.382033 1.0 -0.4 -0.1
F -4.238128 -2.168270 1.281243 1.0 -1.5 -1.0
F -3.671859 -3.363826 -0.632981 -0.2 0.7 1.3
C -2.092155 -3.252280 1.140658 0.8 -0.9 1.4
C -1.261882 -4.230506 0.452683 0.4 0.1 2.0
C -0.241174 -4.985238 1.199444 -1.7 1.8 0.8
C -0.082892 -4.739633 2.621839 -0.9 0.6 -0.6
C -0.903747 -3.748153 3.334852 0.0 -0.8 -2.3
C -0.688331 -3.555560 4.866171 -0.7 -0.5 -1.1
F -0.372190 -2.254210 5.155625 -0.2 -1.5 0.2
F -1.837728 -3.868443 5.577577 1.5 0.5 -0.6
F 0.307129 -4.398809 5.317517 -1.1 1.4 -0.1
C -1.912374 -3.007763 2.578777 1.3 -1.3 -0.3
O -1.374875 -0.537260 -0.062280 0.4 0.8 -0.9
C -0.939804 0.205082 -1.181996 1.7 -1.1 1.4
C 0.556908 -0.209642 -1.455226 -0.1 -0.8 -0.6
C 1.448636 -0.383914 -0.176697 0.9 0.2 -0.4
S -0.761368 2.025706 -0.674519 -3.5 4.2 -1.5
O -2.056806 2.666289 -0.480660 1.5 -1.6 1.0
O -0.064561 2.793425 -1.714338 1.2 -1.8 1.6
F -0.010256 2.162269 0.804412 -0.3 -0.7 -1.9
H -6.802035 2.731561 -2.656881 0.7 -0.4 0.6
H -5.438675 2.371945 -1.449796 -0.5 -0.3 -0.8
H -6.633757 1.096378 -1.948065 0.8 0.7 -0.5
H -5.849831 1.189943 -4.328976 0.9 0.7 0.4
H -4.539509 2.480056 -3.952858 -0.6 -0.7 0.2
H -4.783088 -0.143225 -2.339731 1.0 0.4 -0.7
H -4.130606 -0.265978 -4.035530 0.5 0.4 0.8
H -2.148852 -1.133966 -4.323952 0.6 0.8 0.6
H -0.435142 -1.003703 -3.814225 -0.6 0.7 0.0
H -0.657198 2.390035 -4.181338 -0.1 -0.7 0.2
H -1.427046 -4.421984 -0.634367 0.2 0.3 1.1
H 0.377720 -5.754226 0.679891 -0.6 0.8 0.6
H 0.680652 -5.341143 3.173258 -0.8 0.7 -0.5
H -2.536062 -2.272273 3.137577 0.5 -0.6 -0.8
H 0.514128 -1.222542 -1.955768 -0.2 1.0 0.6
H 1.021537 0.469328 -2.223750 -0.4 -0.5 0.9
H 1.860557 0.593039 0.207281 -0.6 -1.0 -0.3
H 2.360555 -0.970502 -0.494490 -0.9 0.6 0.3
H 0.973185 -0.954744 0.654955 0.1 0.6 -0.8
C 3.637945 4.095367 -2.542577 0.0 0.3 0.2
C 4.412090 3.606718 -3.752387 -0.1 -0.1 -0.3
C 5.331792 2.565627 -3.137486 0.1 -0.1 0.2
O 4.636915 2.011057 -2.016452 0.1 0.2 -0.2
C 3.484336 2.821314 -1.734212 -0.3 -0.3 0.0
H 2.682931 4.559556 -2.789022 0.0 -0.1 0.0
H 4.238395 4.822158 -1.986185 0.0 0.0 0.0
H 3.729228 3.130041 -4.461776 0.0 0.0 0.0
H 4.952677 4.395717 -4.277308 0.0 0.0 0.0
H 6.257917 3.021426 -2.768177 0.1 0.0 -0.1
H 5.591711 1.768718 -3.837779 0.0 0.0 0.1
H 2.596181 2.262109 -2.042241 -0.1 0.1 0.1
H 3.421573 3.009903 -0.661124 0.1 -0.1 0.0
C 2.217818 -0.231980 5.851022 -0.1 -0.3 0.1
C 3.510101 0.557997 5.941643 0.1 0.3 0.1
C 4.208350 0.166542 4.650642 0.0 -0.2 -0.2
O 3.181915 -0.099849 3.690195 0.1 0.0 0.3
C 1.917284 -0.169473 4.364918 -0.1 0.2 -0.3
H 1.412024 0.170448 6.465437 0.0 0.0 -0.1
H 2.393687 -1.268674 6.154041 -0.1 0.0 0.0
H 3.290760 1.629927 5.937841 0.0 0.0 0.0
H 4.101520 0.334417 6.830682 0.0 0.0 0.0
H 4.796024 -0.749707 4.778510 0.1 0.0 0.1
H 4.866947 0.952265 4.274262 0.0 0.0 -0.1
H 1.351573 0.733499 4.111913 -0.1 -0.1 0.0
H 1.361231 -1.037391 4.012234 0.1 0.1 -0.1
```
Forces are in eV/Å.

As for the net charge: -1.

---

Number 1: HOMO energy -0.3190 Ha, LUMO energy 0.0 eV, DFT total energy -65354.109 eV. Number 2: HOMO energy -0.3598 Ha, LUMO energy -4.1 eV, DFT total energy -78854.066 eV. Number 3: HOMO energy -0.2294 Ha, LUMO energy 2.6 eV, DFT total energy -84221.827 eV.